The following is a DFT calculation (the ωB97M-V functional and the def2-TZVPD basis) of a molecular structure, C59H45ClIInN5P.

Geometry as ORCA input:
```
! RIJCOSX wB97M-V def2-TZVPD def2/J DEFGRID3
* xyz 0 1
In 0.05267 -0.93863 0.73167
C 2.68225 4.00927 -1.41738
C 3.15562 3.02897 -2.27851
C 2.87592 1.69483 -2.04862
C 2.10596 1.30870 -0.94300
C 1.61496 2.30617 -0.09414
C 1.91121 3.63958 -0.32470
N 1.74057 -0.02159 -0.75164
C 2.59616 -1.01452 -0.90174
C 4.02260 -0.87394 -0.93384
C 4.82644 -1.93775 -1.19638
C 4.28708 -3.23054 -1.44790
C 2.94851 -3.43395 -1.35047
C 2.07645 -2.36062 -1.02905
N 0.75919 -2.48315 -0.84030
N 0.11898 -3.52354 -1.19744
C -1.24664 -3.43861 -0.99124
C -2.03404 -4.51088 -1.42100
C -3.39789 -4.45132 -1.23537
C -3.94626 -3.33657 -0.61364
C -3.09429 -2.32755 -0.20874
N -1.78451 -2.35605 -0.41745
H 2.91674 5.05047 -1.59679
H 3.73755 3.30699 -3.14883
H 3.21777 0.93626 -2.74125
H 1.06057 1.98957 0.77861
H 1.54258 4.40271 0.35086
H 4.44240 0.09940 -0.72154
H 5.90158 -1.80777 -1.19720
H 4.95569 -4.04633 -1.68633
H 2.51628 -4.41875 -1.46738
H -1.54789 -5.35909 -1.88113
H -4.03528 -5.26892 -1.54635
H -5.00876 -3.25813 -0.43538
H -3.47277 -1.45610 0.30676
I -1.68227 1.82810 2.02263
C -1.68118 3.74462 1.09932
C -1.38415 4.72908 2.00374
C -1.52934 6.08524 1.69408
C -2.05902 6.43269 0.49709
C -2.38035 5.45483 -0.46840
C -3.01535 5.88789 -1.64913
C -3.36851 5.00406 -2.61549
C -3.00147 3.66551 -2.47377
C -2.35383 3.17406 -1.35970
P -1.87936 1.38943 -1.59103
C -1.10324 1.45752 -3.25359
C -0.90368 0.22246 -3.87300
C -0.30538 0.14233 -5.11821
C 0.13468 1.29749 -5.74923
C -0.00767 2.52259 -5.11764
C -0.61497 2.60373 -3.87270
C -3.61536 0.90218 -2.00148
C -4.58983 1.17726 -1.03852
C -5.91947 0.86164 -1.25949
C -6.30035 0.25994 -2.45069
C -5.34321 -0.02179 -3.41078
C -4.01064 0.29891 -3.19063
C -2.10991 4.05327 -0.24262
H -1.05225 4.45582 2.99575
H -1.27278 6.83022 2.43438
H -2.26668 7.46824 0.25971
H -3.23058 6.94389 -1.75520
H -3.89869 5.32849 -3.50093
H -3.23193 2.98931 -3.28610
H -1.22366 -0.67635 -3.36089
H -0.17936 -0.82151 -5.59582
H 0.59654 1.24324 -6.72660
H 0.36690 3.42089 -5.59104
H -0.70954 3.56886 -3.39546
H -4.30963 1.65519 -0.10764
H -6.65771 1.08890 -0.50083
H -7.33899 0.01328 -2.62930
H -5.63208 -0.49692 -4.33985
H -3.28455 0.09034 -3.96270
Cl -4.05717 -2.19543 2.99961
C -2.88694 -3.44551 2.68343
C -3.34604 -4.74994 2.58797
C -2.45721 -5.77837 2.33324
C -1.10655 -5.49048 2.18131
C -0.66015 -4.19102 2.30186
C -1.53135 -3.11982 2.55506
C -1.00569 -1.75497 2.65440
H -4.40043 -4.95664 2.71247
H -2.81593 -6.79616 2.26007
H -0.40351 -6.28467 1.96398
H 0.39418 -3.96384 2.19859
H -0.10025 -1.70269 3.25770
H -1.73688 -1.02816 2.99522
N 1.64648 -0.10187 1.92182
C 2.60427 -0.46109 2.65280
C 3.56992 0.61954 3.07303
C 3.08183 1.88854 3.37369
C 3.94929 2.93888 3.61835
C 5.32180 2.73447 3.55198
C 5.81543 1.47616 3.24604
C 4.94597 0.41817 3.01556
C 2.90800 -1.83732 3.16200
C 3.26903 -2.00666 4.49854
C 3.50770 -3.27378 5.00641
C 3.40639 -4.38602 4.18207
C 3.06648 -4.22437 2.84765
C 2.81056 -2.95717 2.34465
H 2.00898 2.03170 3.40288
H 3.55509 3.92178 3.84444
H 6.00137 3.55550 3.74222
H 6.88500 1.32106 3.17539
H 5.33645 -0.56147 2.76571
H 3.34642 -1.14035 5.14381
H 3.77556 -3.39883 6.04783
H 3.59824 -5.37492 4.57799
H 2.99719 -5.08974 2.19961
H 2.55793 -2.82805 1.29920
*
```

## Properties
ΔE to the lowest compared entry with this formula, charge and spin: 0.891 eV
LUMO energy (spin up / spin down): -1.14 / -1.15 eV
Kohn-Sham gap (spin up / spin down): 0.2082 / 0.2075 Eh


The following is a DFT calculation (the ωB97M-V functional and the def2-TZVPD basis) of 2 unconnected molecules or ions with the total composition C5H12O2SSi.

Geometry as ORCA input:
```
! RIJCOSX wB97M-V def2-TZVPD def2/J DEFGRID3
* xyz 0 1
C -1.87524 1.06699 -1.03905
C 0.66156 2.23025 -1.08163
C 0.03438 0.23087 2.77158
C -1.06724 -2.49727 -0.68722
C 0.16570 0.79594 -1.22486
O 0.39413 0.58831 1.44642
O -0.63110 -1.58754 0.27315
Si 0.48288 -0.42342 0.18231
S -3.10300 0.38776 -1.76417
H -2.01949 1.71514 -0.29115
H -0.07908 3.02481 -1.53091
H 1.58606 2.13485 -1.71718
H 0.75299 2.38209 0.00715
H -0.56225 -0.73310 2.71526
H -0.25535 1.09209 3.39242
H 1.04048 0.01703 3.11896
H -0.58147 -3.43178 -0.61794
H -0.61213 -2.05070 -1.50847
H -2.13816 -2.66092 -0.83201
H 0.12631 0.33719 -2.17807
H 1.78635 -1.14125 0.31865
*
```

## Properties
ΔE to the lowest compared entry with this formula, charge and spin: 4.721 eV
LUMO energy: -0.05 eV
Kohn-Sham gap: 0.2967 Eh


The following is a DFT calculation (the ωB97M-V functional and the def2-TZVPD basis) of 3 unconnected molecules or ions with the total composition C4H8O3.

Geometry as ORCA input:
```
! RIJCOSX wB97M-V def2-TZVPD def2/J DEFGRID3
* xyz 0 1
C 1.58721 -0.17270 0.01660
C -1.05817 1.19447 0.15133
C -0.56921 -0.13259 -0.17020
C -0.30976 -1.31243 -0.39516
O 1.73644 0.14951 1.35411
O 1.99540 0.85389 -0.77535
O -2.32127 -1.56695 -0.31714
H 1.33228 -0.53965 1.89545
H 1.69649 1.68874 -0.38971
H -2.65640 -1.36924 -1.20311
H 2.10639 -1.08021 -0.29369
H 0.03156 -2.30248 -0.59188
H -1.08964 1.82550 -0.73940
H -0.41514 1.66093 0.90354
H -2.06618 1.10323 0.55462
*
```

## Properties
ΔE to the lowest compared entry with this formula, charge and spin: 7.200 eV
LUMO energy (spin up / spin down): 0.46 / 0.46 eV
Kohn-Sham gap (spin up / spin down): 0.2822 / 0.2821 Eh


The following is a DFT calculation (the ωB97M-V functional and the def2-TZVPD basis) of 2 unconnected molecules or ions with the total composition C16H22BrF7INO7S.

Geometry as ORCA input:
```
! RIJCOSX wB97M-V def2-TZVPD def2/J DEFGRID3
* xyz 0 1
C 0.83946 4.07023 2.10700
C 0.64206 3.89668 0.44989
Br -1.26647 4.39411 0.11841
C 1.04122 2.34146 0.14980
C 0.75154 1.76379 -1.34170
S 1.03490 3.29926 -2.46184
O -0.67298 1.49892 -1.46318
C -1.14808 0.19982 -1.03261
C -1.87855 0.19514 0.47374
C -3.05822 1.37520 0.58986
O -2.93647 2.06924 1.89687
C -4.54531 0.62245 0.63056
F -4.74984 -0.28876 -0.53105
F -4.56359 -0.14512 1.93187
F -5.67166 1.59584 0.71993
C -0.17855 -1.09354 -1.30379
C -0.70848 -2.52946 -0.75515
C 0.10091 -3.84917 -1.38887
F -0.81543 -2.75574 0.68044
N 1.32139 -0.80929 -1.09389
C 1.69895 -0.87866 0.36836
C 2.56372 -2.28189 0.65740
O 2.05472 -3.37618 1.22670
O 4.02472 -2.34483 0.32092
C 1.72025 0.48429 -1.81736
I 3.90072 0.94651 -1.59856
C 1.68940 0.33054 -3.48659
F 2.76482 1.16480 -4.14645
F 0.37238 0.59846 -4.09526
F 2.04710 -1.06761 -3.93605
H 0.95489 5.22818 2.36445
H 1.81277 3.48064 2.44972
H -0.09266 3.57313 2.61472
H 1.41237 4.69693 0.01075
H 2.16716 2.22526 0.52935
H 0.41736 1.68983 0.93260
H 2.37690 3.63894 -2.20533
H -2.09178 -0.01471 -1.74265
H -1.12017 0.21266 1.35833
H -2.49002 -0.82759 0.55049
H -3.04000 2.09411 -0.33644
H -3.62113 2.82519 1.88408
H -0.27144 -1.26459 -2.48720
H -1.81373 -2.65321 -1.19592
H 0.48466 -4.53636 -0.50546
H 0.92898 -3.55160 -2.15935
H -0.67373 -4.52888 -1.99155
H 1.80361 -1.66458 -1.50869
H 2.38298 -0.02028 0.76886
H 0.76210 -0.84458 1.10984
H 4.19455 -1.93384 -0.57672
C -0.15150 -3.24554 3.98438
O 0.40317 -2.46663 3.17242
O -0.53726 -4.35971 3.37895
O -0.38366 -3.13843 5.20942
H -0.18905 -4.04085 2.52154
*
```

## Properties
LUMO energy: -2.75 eV
Kohn-Sham gap: 0.1301 Eh


The following is a DFT calculation (the ωB97M-V functional and the def2-TZVPD basis) of a single C7H12OSi molecule.

Geometry as ORCA input:
```
! RIJCOSX wB97M-V def2-TZVPD def2/J DEFGRID3
* xyz 0 1
C 0.90914 2.62540 0.21040
C 1.01850 1.43776 0.06400
C 0.79426 0.01504 0.03544
Si 2.45708 -0.98510 -0.08041
C -0.07685 -0.44836 -1.14068
C -1.55559 -0.06323 -1.03927
C -1.93961 -0.36382 0.33794
C -1.01618 0.09918 1.45610
O 0.26048 -0.39157 1.31340
H 1.13924 3.60299 0.47306
H 3.31280 -0.19072 -1.09312
H 2.35790 -2.46342 -0.23721
H 3.24667 -0.96644 1.18409
H -0.13163 -1.55129 -1.35032
H 0.29584 0.00796 -1.97430
H -2.11632 -0.55424 -1.79874
H -1.74630 1.00081 -1.38026
H -3.05996 -0.17507 0.62577
H -1.91614 -1.50347 0.43097
H -0.99652 1.21177 1.52238
H -1.23681 -0.34417 2.44075
*
```

## Properties
ΔE to the lowest compared entry with this formula, charge and spin: 4.163 eV
LUMO energy: 0.94 eV
Kohn-Sham gap: 0.3906 Eh


The following is a DFT calculation (the ωB97M-V functional and the def2-TZVPD basis) of 5 unconnected molecules or ions with the total composition C23H50BO7S3.

Geometry as ORCA input:
```
! RIJCOSX wB97M-V def2-TZVPD def2/J DEFGRID3
* xyz -1 1
O 1.89644 -0.95353 -8.52336
S 1.15296 -2.08410 -7.77072
O -0.07932 -1.54765 -6.94491
O 0.44244 -3.07955 -9.00729
C 2.26817 -3.22744 -6.77349
C 2.85863 -2.57340 -5.39128
C 3.30489 -0.99974 -5.49855
C 2.21398 0.04910 -4.78626
B 2.33723 0.05184 -3.12380
S 1.06763 -1.13446 -2.31754
C 1.99860 1.54700 -2.47705
C 0.54633 2.09421 -3.04113
C 0.66155 3.31276 -4.13622
S 1.65912 4.79513 -3.56596
H -0.42419 -2.67423 -9.31159
H 3.11057 -3.73368 -7.45118
H 1.57470 -4.13931 -6.43784
H 2.14712 -2.75300 -4.45939
H 3.85316 -3.18218 -5.13547
H 3.60035 -0.63528 -6.57050
H 4.29063 -0.88861 -4.83433
H 2.50255 1.14579 -5.15850
H 1.10217 -0.21523 -5.03751
H 3.41651 -0.34364 -2.85060
H 1.28177 -1.01301 -0.91204
H 2.87587 2.31528 -2.57402
H 1.83979 1.37285 -1.30681
H -0.03835 1.21478 -3.58444
H -0.17804 2.47348 -2.18154
H -0.43600 3.70348 -4.36832
H 1.13941 2.93543 -5.14305
H 2.63994 5.04324 -4.57753
C 0.02647 -0.93835 3.26118
C -0.89773 0.20788 2.94064
C -0.13060 0.94132 1.86211
O 0.64005 -0.04205 1.15769
C 0.60602 -1.26718 1.90277
H -0.47490 -1.78984 3.72816
H 0.82189 -0.59674 3.93418
H -1.83936 -0.17802 2.53261
H -1.13135 0.83870 3.80204
H 0.56738 1.66637 2.29394
H -0.78829 1.46443 1.16192
H -0.03319 -1.97114 1.35882
H 1.61323 -1.68805 1.96668
C -1.25782 5.49290 -0.06599
C -2.46512 5.54169 0.83444
C -2.65377 4.08324 1.19075
O -1.35282 3.47956 1.17574
C -0.43123 4.39779 0.57178
H -0.72364 6.44375 -0.13684
H -1.56022 5.19270 -1.07631
H -2.23175 6.11950 1.73652
H -3.34717 5.98351 0.36400
H -3.26964 3.56847 0.44571
H -3.11106 3.94796 2.17515
H 0.21090 4.79643 1.36473
H 0.19526 3.86909 -0.15188
C 0.49520 -0.64958 8.32409
C -0.42900 0.49665 8.00356
C 0.33813 1.23009 6.92503
O 1.10878 0.24672 6.22061
C 1.07475 -0.97841 6.96569
H -0.00617 -1.50107 8.79108
H 1.29062 -0.30797 8.99710
H -1.37063 0.11075 7.59553
H -0.66262 1.12747 8.86496
H 1.03611 1.95514 7.35686
H -0.31956 1.75320 6.22484
H 0.43554 -1.68237 6.42174
H 2.08196 -1.39928 7.02959
C -3.94058 -4.03151 1.60214
C -3.38919 -4.90201 0.50262
C -1.92076 -4.53706 0.51586
O -1.59268 -4.18076 1.86588
C -2.81130 -4.03998 2.60908
H -4.88465 -4.39313 2.01738
H -4.09828 -3.01371 1.22591
H -3.51402 -5.95839 0.76825
H -3.86145 -4.73556 -0.46886
H -1.72194 -3.66595 -0.11738
H -1.28105 -5.36101 0.18672
H -2.89033 -4.89739 3.28630
H -2.77502 -3.12518 3.20702
*
```

## Properties
LUMO energy: 2.25 eV
Kohn-Sham gap: 0.2212 Eh


Number 1: strongest force on any atom 1.10 eV/A, total energy -104448.2136 eV. Number 2: strongest force on any atom 5.26 eV/A, total energy -28185.2697 eV. Number 3: strongest force on any atom 3.43 eV/A, total energy -10413.8033 eV. Number 4: strongest force on any atom 9.65 eV/A, total energy -140758.6114 eV. Number 5: strongest force on any atom 4.97 eV/A, total energy -17374.8937 eV. Number 6: strongest force on any atom 6.57 eV/A, total energy -72171.6099 eV.